1.
Formula: C17H21N3O5S2
Source: the OMol25 dataset
Level of theory: the ωB97M-V functional and the def2-TZVPD basis

Results
electronic energy	-1996.8808	a.u.
energy above the lowest of the compared OMol25 structures with the same formula, charge and spin	9.1364	eV
highest occupied orbital energy	-7.9	eV

Geometry as ORCA input:
```
! wB97M-V def2-TZVPD RIJCOSX def2/J DEFGRID3
* xyz 0 1
O -1.2098 -6.4728 1.9296
O -1.3181 -4.9385 3.8396
O -3.5485 1.8846 -2.9053
O -1.8273 0.4882 -3.9935
O 2.3966 4.1874 0.3186
C 2.2636 1.9041 -0.6222
C -0.0193 -1.5313 1.0163
C -1.4797 -2.6811 -0.5355
C 1.4578 0.8211 -1.0273
C 0.3491 3.0105 0.3400
C 0.1049 -2.6863 1.7827
C -1.4050 -3.8113 0.2957
C 1.6994 3.0387 0.0512
C -0.7281 -1.5174 -0.1781
C 0.0931 0.8032 -0.6877
C -0.4699 1.9144 -0.0274
C -0.6103 -3.8343 1.4465
N 0.9145 -5.6773 2.9179
N -3.3596 -0.1092 -2.7989
N -2.1523 0.1728 -1.3633
C -0.7708 -0.3253 -1.1688
C 4.8001 3.9017 0.7577
C 3.7190 4.3772 -0.2355
C -1.9888 2.0051 0.2970
C -2.7581 0.7452 -0.1315
S -0.6816 -5.2519 2.5596
S -2.2946 1.1285 -2.7643
H 3.3164 1.8520 -0.9119
H 0.4855 -0.6184 1.3747
H -2.1465 -2.6693 -1.4012
H 1.8974 0.0011 -1.6072
H -0.0125 3.8985 0.8706
H 0.6805 -2.6583 2.7372
H -1.9839 -4.7290 0.0274
H 1.2974 -6.0581 2.0444
H 0.9227 -6.3877 3.6046
H -2.9747 -0.6777 -3.5258
H -4.2123 0.3374 -3.1126
H -0.3438 -0.7155 -2.1211
H 5.8140 4.0155 0.3303
H 4.7050 2.8954 1.0842
H 4.7716 4.5537 1.6342
H 3.8098 3.8952 -1.2164
H 3.8763 5.4312 -0.4266
H -2.3844 2.8693 -0.2942
H -2.1857 2.1918 1.3706
H -3.8120 1.0019 -0.2539
H -2.6969 0.0249 0.6796
*
```



2.
Formula: C17H21N5O5
Source: the OMol25 dataset
Level of theory: the ωB97M-V functional and the def2-TZVPD basis

Results
electronic energy	-1310.1391	a.u.
energy above the lowest of the compared OMol25 structures with the same formula, charge and spin	6.5920	eV
SMILES	O=[N+]([O-])c1nn(-c2ccc3c(c2)OCCO3)n(O)/c1=N/C1CCCCCC1
highest occupied orbital energy	-7.9	eV

Geometry as ORCA input:
```
! wB97M-V def2-TZVPD RIJCOSX def2/J DEFGRID3
* xyz 0 1
O -0.5373 3.5051 0.2431
N -1.3880 2.6381 0.3804
O -2.5738 2.8603 0.5399
C -0.9768 1.2974 0.3791
N -1.8670 0.3852 0.7550
N -1.3362 -0.7863 0.6904
C -1.9992 -1.9447 1.0893
C -1.3248 -3.1512 1.2189
C -2.0229 -4.2843 1.6106
C -3.4031 -4.2109 1.8475
C -4.0536 -2.9840 1.7393
C -3.3641 -1.8528 1.3672
H -3.8573 -0.8996 1.2780
H -5.1106 -2.9487 1.9455
O -4.1399 -5.3088 2.1782
C -3.4678 -6.5320 1.9604
C -2.0319 -6.4413 2.4727
H -1.4931 -7.3761 2.3150
O -1.3242 -5.4472 1.7620
H -2.0435 -6.1968 3.5433
H -4.0345 -7.2955 2.4943
H -3.4562 -6.7629 0.8868
H -0.2690 -3.2408 1.0281
N -0.0140 -0.6788 0.3839
C 0.2683 0.6473 -0.0125
N 1.3781 0.7588 -0.6182
C 2.0492 1.9301 -1.1167
C 2.5265 2.8038 0.0518
C 3.6232 3.7926 -0.3272
C 3.2617 4.7308 -1.4785
C 3.2909 4.0356 -2.8414
C 1.9772 3.3622 -3.2525
H 1.3263 4.1025 -3.7234
C 1.1867 2.7201 -2.1127
H 0.4501 2.0409 -2.5545
H 0.6377 3.4857 -1.5656
H 2.2046 2.6055 -4.0081
H 3.5439 4.7667 -3.6131
H 4.0952 3.2964 -2.8334
H 2.2829 5.1760 -1.3009
H 3.9944 5.5418 -1.4902
H 4.5332 3.2456 -0.5899
H 3.8474 4.3919 0.5587
H 1.6683 3.3438 0.4517
H 2.9080 2.1442 0.8371
H 2.9238 1.5208 -1.6395
O 0.7225 -1.6681 -0.2147
H 1.3888 -1.1181 -0.7148
*
```



3.
Formula: C17H21N7O6
Source: the OMol25 dataset
Level of theory: the ωB97M-V functional and the def2-TZVPD basis

Results
electronic energy	-1494.7898	a.u.
energy above the lowest of the compared OMol25 structures with the same formula, charge and spin	0.0000	eV
highest occupied orbital energy	-8.1	eV

Geometry as ORCA input:
```
! wB97M-V def2-TZVPD RIJCOSX def2/J DEFGRID3
* xyz 0 1
C 4.2832 1.5819 1.8653
O 3.8191 0.5241 1.0882
C 2.8554 -0.1488 1.7807
O 2.4519 0.1633 2.8790
C 2.3237 -1.3861 1.0954
C 3.3165 -2.5592 1.2173
C 2.4715 -3.8240 1.4922
C 1.0152 -3.3477 1.6168
N 1.0378 -1.8620 1.6884
C -0.1635 -1.0860 1.6159
C -0.4267 -0.1448 2.5365
C -1.6614 0.7058 2.5560
C -2.7459 0.2354 1.5673
C -2.1189 -0.2349 0.2483
C -1.1182 -1.3751 0.4959
H 5.1341 2.0609 1.3750
H 3.4774 2.3054 2.0096
H 4.5936 1.1889 2.8359
H 2.1271 -1.1464 0.0417
H 3.9327 -2.6614 0.3160
H 4.0091 -2.3503 2.0417
H 2.5820 -4.5619 0.6887
H 2.8011 -4.3230 2.4114
H 0.4152 -3.6431 0.7512
H 0.5186 -3.7501 2.5055
H 0.3075 0.0029 3.3123
H -2.0719 0.7454 3.5739
H -1.3872 1.7403 2.3162
H -3.3174 -0.5895 2.0124
H -3.4792 1.0339 1.3814
H -2.8964 -0.5391 -0.4650
H -1.6028 0.6090 -0.2251
H -0.5408 -1.5891 -0.4118
H -1.6575 -2.2971 0.7377
O -4.0347 0.1677 -4.9863
N -3.9336 1.1278 -4.2194
O -4.8879 1.8570 -3.9410
C -2.6502 1.4195 -3.6115
C -2.5142 2.4934 -2.7871
C -1.2949 2.7957 -2.1418
N -1.2390 3.9540 -1.2604
O -2.2095 4.7151 -1.2370
O -0.2309 4.1296 -0.5699
C -0.1948 2.0185 -2.3288
N -0.2585 0.9213 -3.1780
N 0.7053 0.0387 -3.5325
N -0.0749 -0.6032 -4.2777
N -1.3231 -0.4801 -4.5942
C -1.5114 0.6056 -3.8331
H -3.3682 3.1317 -2.6228
H 0.7356 2.2297 -1.8306
*
```



4.
Formula: C17H21NO2
Source: the OMol25 dataset
Level of theory: the ωB97M-V functional and the def2-TZVPD basis

Results
electronic energy	-865.1067	a.u.
energy above the lowest of the compared OMol25 structures with the same formula, charge and spin	15.1602	eV
SMILES	CN(CCOc1ccccc1)CCOc1ccccc1
highest occupied orbital energy	-8.2	eV

Geometry as ORCA input:
```
! wB97M-V def2-TZVPD RIJCOSX def2/J DEFGRID3
* xyz 0 1
C -1.7271 -2.0392 1.3584
N -0.6807 -1.4604 0.3413
C 0.7018 -1.5309 0.7347
H 1.0076 -2.6426 0.4679
C 1.4651 -0.7183 0.0017
O 2.6928 -0.8570 0.6788
C 3.6635 -0.0820 0.3657
C 5.0048 -0.2390 0.5611
C 6.0617 0.5245 0.2152
C 5.9949 1.5283 -0.5604
C 4.6376 2.0787 -1.0115
C 3.4896 1.2209 -0.7641
H 2.6449 1.2065 -1.1633
H 4.5814 2.8034 -1.6634
H 6.7982 2.1516 -0.9724
H 7.0235 0.2195 0.8177
H 5.1661 -1.2621 1.4046
H 1.0441 0.3956 0.5477
H 1.5200 -0.4865 -1.0067
H 0.5626 -1.4770 1.9652
C -1.1308 -1.8425 -1.1273
C -1.7527 -0.5815 -1.7276
O -3.0154 -0.3241 -1.6293
C -3.5042 0.4481 -0.5233
C -4.8227 0.7813 -0.9078
C -5.2945 1.4681 0.2703
C -4.5616 1.9012 1.2064
C -3.1695 2.0351 1.1486
C -2.7140 0.9985 0.3498
H -1.5377 0.8176 0.3316
H -2.5586 2.4726 1.8535
H -5.0389 2.7152 1.8219
H -6.4161 1.6388 0.3133
H -5.4549 -0.0205 -1.4196
H -1.5893 -1.0179 -2.9366
H -1.0048 0.4331 -1.6738
H -1.7802 -2.6538 -1.2584
H -0.1598 -2.1622 -1.2414
H -2.8075 -1.7821 0.9503
H -1.7727 -3.0003 1.4679
H -1.5663 -1.6589 2.4133
*
```



5.
Formula: C17H22AuN2O3SSi
Source: the OMol25 dataset
Level of theory: the ωB97M-V functional and the def2-TZVPD basis

Results
electronic energy	-1819.3030	a.u.
<S²>	2.049
energy above the lowest of the compared OMol25 structures with the same formula, charge and spin	0.0000	eV
highest occupied orbital energy (spin up / spin down)	-11.5 / -12.6	eV

Geometry as ORCA input:
```
! wB97M-V def2-TZVPD RIJCOSX def2/J DEFGRID3
* xyz 1 3
Au -1.1651 0.2017 0.3718
C -3.6931 0.1820 6.2096
C -2.8234 0.9040 5.2227
C -1.4354 0.8757 5.3382
C -0.6283 1.5338 4.4235
C -1.2290 2.2294 3.3838
C -2.6138 2.2829 3.2465
C -3.3987 1.6135 4.1648
S -0.2220 3.1434 2.2918
O -0.9066 4.3202 1.8595
O 1.1211 3.1922 2.7808
N -0.1672 2.1190 0.9317
C 0.4872 2.4818 -0.1643
C 1.2490 3.6611 -0.3622
C 1.8445 3.8439 -1.5941
C 1.6801 2.8858 -2.5819
C 0.9048 1.7374 -2.3100
N 0.3349 1.5403 -1.1520
H -3.1226 -0.1491 7.0748
H -4.1437 -0.6976 5.7451
H -4.5056 0.8212 6.5542
H -0.9803 0.3432 6.1634
H 0.4488 1.5338 4.5214
H -3.0601 2.8689 2.4531
H -4.4773 1.6570 4.0778
H 1.3529 4.3837 0.4336
H 2.4339 4.7303 -1.7832
H 2.1365 3.0016 -3.5545
H 0.7643 0.9695 -3.0605
C -0.4539 -3.5199 0.2673
Si -0.9957 -2.6565 -1.2974
C 0.4976 -1.9945 -2.2145
C -1.9631 -3.8141 -2.3980
C -2.1391 -1.2306 -0.8569
H 0.0996 -4.4270 0.0152
H -1.3081 -3.8196 0.8803
H 0.2072 -2.9038 0.8827
H 1.1205 -2.8177 -2.5686
H 1.1209 -1.3546 -1.5848
H 0.1796 -1.4201 -3.0881
H -1.3440 -4.6658 -2.6888
H -2.3024 -3.3201 -3.3097
H -2.8427 -4.2041 -1.8819
H -3.0511 -1.5541 -0.3530
H -2.4110 -0.6223 -1.7245
O -2.4231 -1.4480 2.7605
C -1.7213 -0.9163 2.0660
*
```